Below is a structure of composition C27H45N4OP2V, with properties calculated with wB97M-V/def2-TZVPD.

Geometry as XYZ:
```
80
Properties=species:S:1:pos:R:3:forces:R:3:mulliken_charge:R:1
C -0.870 0.079 3.162 0.00 -0.12 1.93 -0.705
H 0.787 3.850 4.122 -0.17 -0.06 -0.27 0.471
C -1.536 -3.499 -3.168 0.33 0.01 -0.22 -1.451
H 1.668 3.689 1.708 -0.28 -0.25 0.12 0.923
C -2.549 2.764 1.348 -0.50 -0.14 0.12 -1.382
H 1.440 -4.684 1.284 -0.23 0.15 -0.04 0.502
C 1.353 -0.150 -2.559 0.52 0.25 -0.31 -0.893
H 0.155 -5.207 -1.571 0.28 0.12 0.07 0.312
N -0.987 -0.651 2.062 -0.07 0.45 -1.65 0.962
V -0.136 -0.085 0.170 -5.41 0.36 3.05 -0.802
O 2.852 -0.645 0.610 -6.32 1.01 -0.32 -0.239
C 0.165 3.631 3.242 -0.18 0.07 0.09 -1.358
H -1.304 5.041 -0.657 0.08 -0.02 0.33 0.250
C 1.200 2.741 -0.623 0.29 -0.18 -0.15 -0.636
C 1.974 1.884 2.819 0.18 -0.21 -0.07 -1.155
C 0.166 -0.803 6.268 0.16 0.01 -0.03 -0.101
N 0.391 0.699 -1.794 -0.45 0.28 -0.29 -0.022
H 1.402 0.252 -3.586 0.05 -0.24 0.38 0.613
H 1.377 -0.761 8.063 -0.33 0.06 -0.17 0.475
C -2.437 -3.634 -0.802 -0.08 -0.11 0.09 -1.402
H 2.027 -3.026 -0.449 -0.24 -0.14 -0.05 0.573
H -2.195 -4.379 -3.181 0.24 0.30 0.05 0.375
C -0.019 0.975 9.552 0.58 0.75 2.37 -0.180
H 1.785 -2.260 -2.678 -0.36 0.17 -0.03 0.377
P 0.124 2.170 0.754 1.22 3.11 -0.16 0.753
H 1.455 2.303 -2.728 -0.31 -0.02 0.26 0.546
H -1.797 5.204 1.037 0.24 -0.24 -0.19 0.403
C 0.485 -0.380 7.561 -0.04 -0.13 -0.24 -0.878
H -0.219 2.696 -2.279 0.42 -0.28 0.20 0.395
H 1.204 3.840 -0.651 0.07 -0.30 0.07 0.622
C 1.127 -4.721 -1.414 -0.10 -0.09 -0.23 -1.497
C -1.474 1.047 7.571 -0.12 0.17 -0.23 -0.778
C -1.120 4.664 0.359 0.14 0.35 -0.37 -1.709
H 2.228 2.404 -0.423 -0.18 0.13 -0.03 0.575
H -1.679 2.807 -0.613 0.07 0.11 0.37 0.740
H 1.455 0.936 3.031 0.31 0.27 0.12 0.134
H -2.671 3.502 2.155 0.08 -0.31 -0.25 0.445
H 0.787 -1.536 5.749 -0.12 0.20 0.23 0.491
H -0.521 0.570 -2.251 0.43 0.02 0.04 0.337
C -1.540 -1.872 2.454 0.09 -0.25 0.32 -0.688
H -1.856 -2.835 -3.983 0.14 -0.22 0.22 0.387
H -3.426 -3.850 -1.233 0.33 0.05 0.15 0.524
C 0.903 -1.608 -2.581 0.07 0.25 -0.52 -1.081
H -2.204 -1.838 -1.947 0.07 -0.32 0.02 0.416
H -3.488 2.726 0.777 0.21 0.10 0.31 0.391
H -0.527 1.110 3.236 -0.14 -0.55 0.02 0.001
H 2.817 1.657 2.153 -0.10 0.07 0.21 0.358
C -0.340 0.543 8.216 -0.06 -0.16 -0.28 0.546
H -1.865 -2.611 1.733 0.32 0.15 0.35 0.323
H 1.798 -5.460 -0.954 -0.17 0.21 -0.11 0.490
H 2.378 2.267 3.766 -0.04 -0.14 -0.32 0.486
H -0.296 -4.408 1.030 0.31 0.09 -0.03 0.238
C 0.698 -3.945 0.957 -0.02 -0.12 0.13 -1.190
C -1.403 3.147 0.403 -0.45 -0.48 -0.07 0.491
H -1.935 -2.676 4.483 -0.17 -0.05 0.18 0.553
C -0.941 -0.257 5.619 -0.06 0.61 0.96 -0.230
H -2.616 1.085 5.722 0.09 -0.05 0.23 0.539
H 1.556 -4.461 -2.390 -0.14 -0.11 0.17 0.356
H -2.130 1.738 8.102 0.21 -0.16 -0.20 0.468
C -1.630 -1.896 3.814 0.14 0.84 -0.63 -0.974
H -0.088 4.938 0.621 -0.37 -0.02 -0.02 0.516
C -1.756 0.680 6.253 0.06 -0.20 0.13 -0.193
H -0.519 -3.844 -3.389 -0.32 -0.02 -0.03 0.404
N 0.251 1.330 10.635 -0.63 -0.82 -2.55 -0.389
N -1.228 -0.635 4.263 0.57 -0.28 -1.72 0.402
C 0.698 2.183 -1.937 -0.02 -0.10 -0.33 -1.367
C 1.034 2.924 2.192 0.29 -0.04 0.35 0.425
C 1.691 -0.462 0.497 10.23 -2.15 0.16 0.116
H -2.611 -3.111 0.143 -0.05 -0.13 -0.19 0.209
C 1.037 -3.518 -0.475 0.09 0.33 0.57 0.221
H 2.363 -0.031 -2.130 -0.46 -0.01 -0.02 0.417
H 0.741 -3.106 1.664 -0.01 -0.12 -0.09 0.155
H -2.416 1.770 1.802 -0.15 0.27 -0.11 0.258
C -1.648 -2.783 -1.803 -0.78 0.45 0.17 0.651
H -0.229 4.587 2.878 0.03 -0.32 0.10 0.331
H -1.940 -4.594 -0.603 -0.17 0.29 -0.05 0.355
P -0.056 -2.135 -1.100 0.95 -1.74 -1.52 1.103
H 0.273 -1.772 -3.469 0.20 -0.04 0.31 0.485
H -0.681 3.020 3.581 0.13 0.20 0.04 0.229
H -1.534 -0.013 -0.560 -0.41 -0.81 -0.89 0.180
```
Forces are in eV/Å.

Output
LUMO (spin up / spin down) (eV): -12.47 / -12.06
Total energy (Eh): -2975.7285
Net charge: +3
Highest occupied orbital energy (spin up / spin down) (hartree): -0.605 / -0.605
Multiplicity: 2



Below is a structure of composition C27H46AsBBrN5O3Si3Tl, with properties calculated with wB97M-V/def2-TZVPD.

Geometry as XYZ:
```
88
Properties=species:S:1:pos:R:3:forces:R:3:mulliken_charge:R:1
H 4.574 2.848 1.474 0.01 0.02 0.00 0.472
H 0.197 2.424 -3.074 0.00 0.04 0.00 0.185
H -3.607 4.194 -0.948 -0.01 -0.01 0.02 -0.168
H -1.826 -3.001 -2.078 0.02 0.01 -0.01 0.315
C -3.446 0.154 -0.173 0.00 -0.03 -0.02 -0.300
N -1.297 -2.461 0.436 0.09 0.06 0.08 1.361
H 5.414 -0.824 -0.425 0.01 0.02 0.01 0.278
H 2.517 -3.336 -2.204 0.01 -0.02 -0.03 0.267
H 5.356 1.265 -1.673 0.01 -0.01 0.00 0.281
C 4.029 1.935 1.223 -0.06 -0.06 0.00 -0.458
Br -5.303 -0.746 3.928 0.01 0.00 -0.01 -0.151
H -1.041 1.176 -3.033 -0.05 0.01 0.02 0.113
H 3.250 1.778 1.967 -0.02 -0.01 0.03 -0.293
H -2.347 2.438 1.585 -0.01 0.00 -0.03 0.510
H -2.951 0.361 -1.112 -0.01 0.03 -0.01 0.474
H -2.549 -0.460 2.903 0.00 0.03 0.03 0.709
Si 1.201 0.142 -3.209 0.08 -0.07 -0.03 0.373
C -4.590 -0.374 2.226 0.01 -0.02 0.02 -0.676
C 1.273 1.042 3.923 0.05 0.00 0.02 -1.299
C 4.871 -1.575 -1.001 -0.06 0.00 0.03 -1.059
C 0.017 1.867 3.753 -0.01 -0.04 0.03 0.799
H 1.115 -0.659 2.970 -0.01 0.03 -0.02 0.208
H 5.439 -2.506 -0.952 0.01 -0.02 0.01 0.435
H -3.285 3.096 -2.604 -0.01 -0.01 0.00 -0.135
H 4.395 2.285 -2.746 -0.02 0.02 -0.06 0.302
H -2.138 4.704 -2.226 0.01 0.00 -0.01 -0.151
H -4.896 -5.895 -1.339 -0.01 -0.01 0.00 0.420
H 4.731 1.101 1.287 0.01 -0.02 0.01 0.266
H 1.251 -3.303 -0.970 -0.04 0.00 0.02 -0.036
C -5.416 -0.170 1.132 0.01 0.00 -0.01 -0.174
Tl -0.138 0.420 0.670 -0.05 -0.35 0.02 2.080
H -6.491 -0.218 1.239 -0.01 0.00 0.00 0.504
O 1.555 0.196 2.836 -0.04 0.11 0.01 -0.081
H 0.268 2.781 5.671 0.02 -0.01 0.01 0.524
H 2.992 1.526 -4.230 0.03 0.04 0.00 0.286
O -0.303 -1.448 2.052 0.09 -0.05 -0.07 -0.323
C -3.218 -0.296 2.068 -0.04 -0.02 0.00 -0.387
C 2.181 3.552 -0.670 0.02 -0.06 0.02 -0.739
H 4.847 -1.256 -2.045 0.01 -0.01 -0.02 0.286
H 3.578 -0.121 -3.941 0.03 0.00 -0.01 0.285
C 2.328 -3.312 -1.132 0.00 0.06 -0.01 -0.723
H -1.770 4.187 5.439 -0.01 0.01 0.01 0.451
C 0.524 -1.560 -3.528 0.01 0.04 0.04 -0.436
H 1.798 3.637 -1.688 -0.02 0.01 -0.01 0.272
B -2.790 3.805 -1.753 -0.07 -0.03 -0.05 0.715
O -0.710 -1.684 -0.422 0.03 0.00 0.03 -0.361
Si 3.153 -1.857 -0.322 0.06 0.02 -0.04 0.194
N -1.072 2.207 -0.379 -0.03 0.03 -0.11 -0.391
C 2.716 0.473 -4.247 -0.02 -0.01 0.07 -1.081
H 2.736 -4.230 -0.701 0.01 -0.01 0.02 0.436
H -3.506 -4.608 -2.928 0.00 0.00 -0.01 0.423
C -3.055 -4.118 0.879 0.00 0.00 0.03 -0.407
C -1.800 2.531 2.509 -0.03 0.02 0.02 -0.361
H -5.427 0.261 -0.975 0.00 0.00 -0.02 0.522
C -2.433 -3.574 -1.396 0.01 0.01 -0.02 0.005
C -3.380 -4.474 -1.863 0.00 0.00 0.01 -0.798
H -4.602 -5.571 1.094 -0.01 -0.01 0.01 0.415
N -0.702 1.766 2.635 0.09 0.05 -0.10 0.405
C -0.344 2.730 4.781 0.00 -0.03 -0.01 -0.914
H 3.859 -2.808 1.806 0.01 -0.03 -0.01 0.536
C -1.475 3.509 4.650 0.01 0.00 0.00 -0.477
C -4.826 0.094 -0.093 0.00 -0.02 0.01 -1.258
C 3.155 -2.019 1.529 0.03 0.00 -0.03 -0.695
H -3.112 3.997 3.326 -0.02 0.00 -0.01 0.516
C -0.084 1.451 -3.473 0.01 -0.01 0.09 -0.812
H 1.315 -2.283 -3.717 0.00 -0.02 -0.01 0.358
N -1.103 -2.391 1.689 -0.04 0.01 -0.02 -1.576
H -2.926 -3.968 1.939 -0.01 -0.01 0.01 0.498
H 2.117 1.727 4.037 -0.01 -0.01 0.00 0.447
H 5.363 3.015 -1.474 0.01 0.02 0.02 0.408
H 2.720 4.474 -0.440 0.02 0.02 0.00 0.500
H -0.233 1.561 -4.550 0.01 -0.02 -0.03 0.520
H 3.452 -1.099 2.030 0.02 -0.02 -0.02 0.139
H 2.485 0.214 -5.283 -0.02 -0.02 -0.02 0.428
C -2.280 -3.412 -0.031 -0.04 -0.01 -0.02 0.310
N -2.660 -0.027 0.889 0.01 0.16 0.03 0.630
C -4.159 -5.195 -0.972 0.01 0.01 0.01 -0.507
H 1.321 3.485 -0.001 -0.01 0.01 0.00 0.050
H -0.121 -1.528 -4.410 -0.01 0.02 -0.02 0.503
C -1.803 2.888 -0.968 0.17 0.06 0.06 -0.601
H 2.167 -2.308 1.891 -0.01 -0.02 -0.01 0.112
H 1.199 0.472 4.854 -0.01 0.02 -0.02 0.521
C 4.733 2.158 -1.722 -0.06 -0.03 0.03 -1.013
H -0.065 -1.897 -2.676 -0.02 -0.05 0.00 -0.485
C -3.993 -5.014 0.396 -0.01 -0.01 -0.02 -0.736
As 1.973 0.155 -0.904 -0.19 0.21 0.15 0.058
Si 3.330 2.098 -0.495 0.03 0.01 -0.05 0.203
C -2.221 3.406 3.485 0.01 -0.02 0.00 -1.243
```
Forces are in eV/Å.

Output
LUMO (eV): -3.16
Total energy (Eh): -7431.3427
Net charge: +1
Highest occupied orbital energy (hartree): -0.414
Energy above the lowest of the compared OMol25 structures with the same formula, charge and spin (eV): 0.060



Below is a structure of composition C27H46AsBF6N6Pt, with properties calculated with wB97M-V/def2-TZVPD.

Geometry as XYZ:
```
88
Properties=species:S:1:pos:R:3:forces:R:3:mulliken_charge:R:1
C -2.667 -0.075 2.704 -0.21 -0.06 0.23 0.641
Pt 0.019 -0.102 0.051 0.50 -0.15 -0.97 0.877
H 2.458 4.648 -2.652 0.02 -0.11 0.03 0.704
H 0.744 5.963 -3.594 0.01 -0.02 -0.03 0.551
N 1.145 1.529 -0.261 -0.11 0.28 -0.24 -0.514
H -3.514 3.033 -3.194 -0.03 0.01 0.01 0.305
H 3.695 3.531 -0.552 -0.05 -0.07 0.01 0.689
C -3.638 4.755 -0.828 0.10 -0.10 -0.04 -1.423
C -2.353 0.962 1.665 0.64 0.07 -0.13 -0.403
H 0.964 -3.676 -3.860 0.01 0.01 0.01 0.431
F 0.258 -3.478 3.225 -0.22 0.16 0.10 -0.394
H 2.799 -1.032 0.515 -0.07 0.01 0.06 0.228
F 2.054 -5.218 2.510 -0.10 0.24 -0.10 -0.296
F 2.421 -2.664 2.785 0.07 0.18 0.05 -0.414
C 1.931 5.959 -1.070 -0.10 -0.18 0.10 -1.308
H -1.140 5.178 1.578 -0.02 0.02 -0.02 0.451
C 0.416 5.142 -2.960 -0.09 -0.03 0.17 -1.264
H -3.496 4.632 1.276 -0.01 -0.03 0.07 0.609
C -1.241 -0.251 -3.873 -0.02 0.38 0.41 -1.198
C -2.837 4.414 0.434 -0.15 0.19 -0.01 0.119
F 2.295 -3.501 0.589 0.13 0.11 -0.21 -0.434
C -1.494 1.093 -3.550 0.12 -1.00 -0.44 0.112
H -2.213 -2.003 3.499 -0.07 0.01 0.04 0.620
H -3.695 2.502 2.410 0.01 -0.02 -0.04 0.632
N -1.616 2.224 -0.071 0.07 -0.01 0.74 1.063
C -2.136 2.017 -4.540 -0.13 0.05 -0.36 0.454
C -2.964 2.193 1.679 -0.26 0.12 0.20 -0.283
H -0.812 -1.146 2.932 0.13 -0.05 0.00 0.202
C -1.142 2.327 -5.679 0.04 0.05 0.20 -1.345
H -4.445 4.044 -1.005 0.00 0.03 0.01 0.408
C -2.493 2.968 0.640 0.11 0.15 -0.21 -0.403
C 2.407 1.764 0.047 0.10 0.49 -0.28 0.316
C -0.672 -0.878 -2.778 -0.36 0.04 -0.65 -0.074
F 0.491 -1.649 1.157 -0.21 0.34 0.60 -0.181
C 2.728 3.046 -0.564 -0.53 -0.09 -0.16 -1.248
C -1.598 5.300 0.594 0.08 -0.14 0.01 -1.203
C 3.046 -0.340 1.325 -0.03 -0.09 -0.01 -1.700
H -1.948 -1.900 1.778 0.03 -0.02 0.00 0.221
H -2.194 4.068 -3.789 0.03 0.01 0.05 0.028
C 3.432 1.027 0.821 0.12 -0.20 0.16 0.728
C -2.872 3.254 -4.045 0.18 0.02 0.04 -1.397
H 0.135 4.308 -3.601 0.01 0.01 -0.02 -0.041
H 2.069 6.853 -1.674 0.02 -0.01 -0.01 0.459
H 2.852 5.785 -0.512 0.01 0.01 -0.07 0.477
C -1.856 -1.341 2.714 0.15 -0.21 -0.23 -1.621
H -0.551 -2.652 -0.620 -0.02 -0.02 -0.01 0.114
H 2.240 -0.287 2.056 -0.08 -0.03 0.00 0.223
H -1.879 6.346 0.478 0.00 -0.01 0.00 0.467
C 1.563 4.788 -2.024 0.08 0.41 -0.21 0.476
H -2.472 0.431 3.655 0.04 0.14 -0.02 0.410
H -1.646 2.936 -6.428 0.03 0.01 -0.01 0.456
H -4.418 -1.047 3.500 0.00 0.01 0.00 0.428
H -4.485 -0.831 1.746 0.04 -0.05 0.03 0.381
H -4.774 0.539 2.816 -0.02 -0.04 0.05 0.421
N -0.577 0.081 -1.813 0.00 0.78 0.01 -0.366
H 1.134 6.142 -0.351 -0.05 0.03 -0.04 0.267
H -1.485 -0.729 -4.810 0.03 0.01 0.07 0.652
H -1.180 -2.876 -2.975 -0.05 0.07 0.01 0.461
H 4.747 1.438 2.478 0.00 -0.03 -0.02 0.441
C -4.182 -0.365 2.685 -0.01 0.05 -0.26 -1.410
H 1.673 -2.062 -3.701 0.00 -0.03 0.03 0.358
H 4.309 2.901 1.606 0.04 -0.03 0.04 0.444
N -1.509 0.994 0.550 -0.96 0.06 0.38 -0.393
H -0.849 5.064 -0.165 -0.03 0.06 -0.04 -0.042
C 0.741 -2.611 -3.856 0.04 0.09 0.04 -1.419
C -0.272 -2.312 -2.736 0.01 -0.23 -0.21 0.590
N -1.070 1.288 -2.293 0.33 -0.27 0.51 0.348
C 3.931 1.943 1.966 -0.12 0.22 -0.08 -1.415
H 4.271 0.905 0.120 0.01 0.16 -0.09 0.459
F 0.125 -4.326 1.027 -0.18 0.02 -0.11 -0.422
C 1.526 3.523 -1.253 0.93 -0.37 0.48 0.173
H 0.352 -2.347 -4.839 -0.01 -0.02 0.03 0.420
B -0.915 2.504 -1.385 -0.48 0.08 -0.53 1.748
H -4.080 5.742 -0.702 -0.02 -0.02 0.03 0.515
H -1.311 3.486 -1.892 0.11 0.00 0.09 -0.731
H -3.500 3.619 -4.856 -0.04 -0.01 0.02 0.522
H -2.898 1.374 -4.993 -0.01 -0.04 0.06 0.579
H 3.134 2.142 2.684 0.01 -0.08 0.01 0.403
H -3.003 4.799 -1.710 0.01 -0.03 -0.05 0.089
H 0.455 -3.833 -1.392 0.05 0.01 -0.03 0.602
H 1.155 -2.268 -1.108 -0.06 0.02 -0.01 0.150
H -0.273 2.878 -5.313 -0.03 0.05 -0.02 0.218
H -0.779 1.422 -6.167 -0.04 0.01 0.03 0.435
C 0.215 -2.772 -1.390 0.03 0.12 -0.09 -1.323
H -0.462 5.490 -2.416 -0.01 -0.03 0.00 0.226
N 0.613 2.617 -1.052 0.03 -0.49 0.31 0.511
H 3.885 -0.791 1.849 0.08 0.05 -0.02 0.622
As 1.393 -3.772 2.009 0.40 -1.04 0.57 1.733
```
Forces are in eV/Å.

Output
LUMO (spin up / spin down) (eV): -12.95 / -13.26
Total energy (Eh): -4363.0352
Net charge: +3
Highest occupied orbital energy (spin up / spin down) (hartree): -0.671 / -0.671
Multiplicity: 2



What is the formula in the second record?
C27H46AsBBrN5O3Si3Tl



Which value of net charge does entry 3 give?
+3